Entry from the Open Molecules 2025 dataset: a structure of composition C54H63N5S4Si4Ti (ωB97M-V/def2-TZVPD).

Cartesian coordinates (Å):
Ti  -0.015  -0.385  0.262
S  3.719  1.876  -1.046
C  4.209  0.234  -0.895
C  3.189  -0.584  -0.517
C  1.939  0.073  -0.320
C  2.088  1.421  -0.591
C  0.954  2.282  -0.630
C  0.988  3.651  -0.917
C  -0.181  4.366  -1.005
C  -1.389  3.684  -0.834
C  -1.356  2.343  -0.551
N  -0.231  1.619  -0.406
H  5.236  -0.027  -1.103
H  3.335  -1.648  -0.383
H  1.952  4.119  -1.074
H  -0.171  5.428  -1.214
H  -2.338  4.195  -0.924
H  -2.276  1.793  -0.438
N  -1.959  -0.447  0.790
S  -3.371  -0.805  0.540
N  -3.893  -2.130  -0.142
S  -3.641  -3.604  0.540
N  -1.688  -3.569  0.206
S  -0.250  -3.303  -0.016
N  0.488  -2.121  0.609
C  0.731  -4.729  0.515
C  2.098  -4.747  0.282
C  2.870  -5.748  0.849
C  2.275  -6.706  1.662
C  0.907  -6.676  1.894
C  0.129  -5.684  1.312
C  0.002  -3.356  -1.814
C  -0.044  -4.596  -2.437
C  -0.054  -4.669  -3.820
C  -0.042  -3.503  -4.575
C  -0.038  -2.265  -3.947
C  -0.019  -2.191  -2.563
C  -5.480  -3.833  0.872
C  -6.511  -3.600  -0.029
C  -7.830  -3.744  0.371
C  -8.125  -4.125  1.676
C  -7.099  -4.363  2.578
C  -5.779  -4.215  2.171
C  -3.714  -4.696  -0.878
C  -3.831  -6.058  -0.645
C  -3.857  -6.934  -1.718
C  -3.772  -6.450  -3.016
C  -3.665  -5.085  -3.240
C  -3.635  -4.205  -2.169
C  -4.169  0.350  -0.601
C  -3.958  0.132  -1.956
C  -4.427  1.049  -2.881
C  -5.094  2.188  -2.448
C  -5.294  2.405  -1.092
C  -4.831  1.486  -0.161
C  -4.402  -0.661  2.017
C  -3.837  -0.513  3.269
C  -4.662  -0.525  4.384
C  -6.031  -0.694  4.238
C  -6.588  -0.849  2.973
C  -5.770  -0.842  1.857
H  2.545  -3.974  -0.332
H  3.939  -5.781  0.678
H  2.882  -7.480  2.115
H  0.451  -7.422  2.532
H  -0.945  -5.626  1.451
H  -0.083  -5.491  -1.828
H  -0.083  -5.633  -4.312
H  -0.035  -3.558  -5.656
H  -0.046  -1.360  -4.541
H  -0.011  -1.224  -2.063
H  -6.273  -3.294  -1.043
H  -8.634  -3.552  -0.329
H  -9.157  -4.237  1.985
H  -7.326  -4.655  3.596
H  -4.961  -4.388  2.865
H  -3.910  -6.428  0.371
H  -3.951  -7.998  -1.541
H  -3.802  -7.137  -3.853
H  -3.609  -4.699  -4.250
H  -3.554  -3.139  -2.315
H  -3.422  -0.757  -2.263
H  -4.270  0.879  -3.938
H  -5.451  2.913  -3.169
H  -5.809  3.296  -0.755
H  -4.974  1.654  0.900
H  -2.763  -0.385  3.354
H  -4.233  -0.414  5.373
H  -6.668  -0.707  5.112
H  -7.655  -0.990  2.860
H  -6.174  -0.979  0.863
C  -0.821  2.406  5.147
Si  -0.637  2.288  3.258
C  -2.368  2.611  2.539
C  0.473  3.734  2.739
Si  0.464  0.219  2.757
Si  2.785  0.580  3.223
C  2.887  0.720  5.122
C  3.661  2.134  2.577
C  3.811  -0.928  2.694
Si  -0.119  -1.647  4.142
C  -0.391  -0.943  5.892
C  -1.618  -2.732  3.833
C  1.388  -2.796  4.205
H  -1.133  3.411  5.440
H  0.122  2.183  5.651
H  -1.564  1.701  5.525
H  -2.420  3.590  2.058
H  -3.137  2.562  3.312
H  -2.599  1.855  1.790
H  -0.053  4.685  2.851
H  0.790  3.647  1.698
H  1.373  3.776  3.355
H  2.278  1.549  5.491
H  3.916  0.898  5.443
H  2.536  -0.190  5.614
H  3.333  3.033  3.101
H  3.489  2.284  1.511
H  4.737  2.032  2.729
H  4.314  -1.390  3.546
H  4.570  -0.645  1.963
H  3.174  -1.681  2.227
H  -1.358  -0.440  5.971
H  0.378  -0.221  6.180
H  -0.378  -1.756  6.623
H  -2.548  -2.311  4.219
H  -1.470  -3.709  4.302
H  -1.733  -2.898  2.766
H  2.256  -2.318  4.665
H  1.660  -3.104  3.193
H  1.157  -3.697  4.778

## Properties
Spin multiplicity   3
LUMO level (spin up / spin down)   0.00981 / -0.06424 Eh
Charge   0
Energy relative to the best compared isomer or geometry (same formula, charge and spin)   0.0 kcal per mole
HOMO level (spin up / spin down)   -6.4 / -7.4 eV
Kohn-Sham gap (spin up / spin down)   0.244 / 0.208 hartree

Atomic partial charges in e from the Löwdin method, atoms 1 to 5: 0.584 0.997 -0.406 -0.216 -0.281

---

Entry from the Open Molecules 2025 dataset: an isolated molecule of C4H7F2N (ωB97M-V/def2-TZVPD).

Cartesian coordinates (Å):
C  -0.246  0.445  -0.512
C  -0.865  -0.190  0.736
C  0.526  -0.328  1.357
C  1.106  -0.052  -0.025
H  0.026  0.127  -2.470
H  -1.494  0.650  -2.068
H  -0.252  1.546  -0.385
H  -1.425  -1.133  0.517
H  -1.611  0.385  1.312
H  0.803  -1.291  1.803
H  2.055  0.504  -0.197
N  -0.748  0.017  -1.791
F  0.751  0.646  2.272
F  1.373  -1.324  -0.549

## Properties
Spin multiplicity   1
LUMO level   0.03376 Eh
Charge   0
Energy relative to the best compared isomer or geometry (same formula, charge and spin)   10.4 kcal per mole
HOMO level   -9.7 eV
SMILES   N[C@H]1C[C@H](F)[C@H]1F
Kohn-Sham gap   0.390 hartree

Atomic partial charges in e from the Löwdin method, atoms 1 to 5: -0.359 -0.076 -0.284 -0.220 0.092

---

Entry from the Open Molecules 2025 dataset: a structure of composition C3H3NO (ωB97M-V/def2-TZVPD).

Cartesian coordinates (Å):
C  0.517  -0.697  0.049
C  1.141  0.214  -0.627
C  -0.711  -1.343  0.698
N  2.251  1.676  -0.846
O  0.358  -2.051  0.148
H  -0.793  -1.097  1.723
H  -1.792  -1.221  0.156
H  2.301  1.905  -1.863

## Properties
Spin multiplicity   1
LUMO level (spin up / spin down)   -0.03912 / -0.02271 Eh
Charge   0
Energy relative to the best compared isomer or geometry (same formula, charge and spin)   193.1 kcal per mole
HOMO level (spin up / spin down)   -8.7 / -9.8 eV
Kohn-Sham gap (spin up / spin down)   0.282 / 0.338 hartree

Atomic partial charges in e from the Löwdin method, atoms 1 to 5: -0.341 0.125 -0.085 0.066 0.023